# C24H48O6

A 2-piece molecular cluster, C24H48O6 overall (the ωB97M-V functional and the def2-TZVPD basis, OMol25).

## Properties
LUMO, eV: 0.5
E, Ha: -1394.6430
Structure (SMILES): COCCCCCCCCCCC[C@]1(OC[C@@H](C)O)COC(=O)O1.CCCCCC
Energy above the lowest of the compared OMol25 structures with the same formula, charge and spin, kJ/mol: 0.0
Frontier orbital gap, eV: 10.083

Atoms and positions in Å:
C: -8.721 2.129 0.665
O: -8.138 3.085 -0.199
C: -7.113 2.577 -1.015
C: -5.709 2.750 -0.393
C: -4.860 3.741 -1.183
C: -3.526 4.077 -0.496
C: -2.362 4.141 -1.501
C: -1.647 2.787 -1.614
C: -0.444 2.624 -0.664
C: -0.528 1.379 0.252
C: 0.805 0.632 0.427
C: 0.872 -0.716 -0.313
C: 1.347 -1.897 0.560
C: 0.346 -3.025 0.699
O: 0.637 -4.169 -0.029
C: 0.328 -4.096 -1.403
C: 0.167 -5.512 -1.932
C: 1.507 -6.270 -1.835
O: -0.806 -6.110 -1.091
C: -1.135 -2.658 0.821
O: -1.641 -3.873 1.376
C: -0.661 -4.325 2.227
O: -0.801 -5.255 3.004
O: 0.441 -3.525 2.081
H: -8.157 2.075 1.598
H: -8.743 1.139 0.216
H: -9.721 2.474 0.895
H: -7.274 1.525 -1.256
H: -7.144 3.117 -1.960
H: -5.839 3.089 0.631
H: -5.217 1.779 -0.377
H: -5.443 4.650 -1.303
H: -4.649 3.297 -2.153
H: -3.605 5.029 0.020
H: -3.287 3.314 0.243
H: -1.646 4.888 -1.165
H: -2.730 4.436 -2.479
H: -2.380 2.006 -1.419
H: -1.309 2.636 -2.636
H: 0.462 2.569 -1.260
H: -0.369 3.500 -0.027
H: -0.859 1.736 1.225
H: -1.314 0.720 -0.107
H: 1.613 1.275 0.092
H: 0.964 0.479 1.492
H: 1.581 -0.597 -1.129
H: -0.078 -0.930 -0.792
H: 1.546 -1.525 1.559
H: 2.293 -2.291 0.203
H: 1.120 -3.594 -1.960
H: -0.596 -3.549 -1.599
H: -0.196 -5.474 -2.958
H: 1.447 -6.946 -0.990
H: 1.720 -6.849 -2.728
H: 2.330 -5.586 -1.658
H: -0.911 -7.027 -1.340
H: -1.637 -2.352 -0.083
H: -1.144 -1.929 1.625
C: 6.372 0.143 3.380
C: 5.148 0.745 2.695
C: 4.697 -0.035 1.462
C: 5.717 -0.103 0.326
C: 6.174 1.255 -0.202
C: 5.041 2.084 -0.801
H: 7.244 0.145 2.725
H: 6.632 0.712 4.273
H: 6.179 -0.887 3.685
H: 5.352 1.786 2.430
H: 4.321 0.769 3.409
H: 3.766 0.402 1.088
H: 4.446 -1.058 1.765
H: 5.279 -0.675 -0.499
H: 6.592 -0.671 0.652
H: 6.933 1.089 -0.971
H: 6.666 1.824 0.591
H: 4.557 1.547 -1.620
H: 5.419 3.027 -1.198
H: 4.281 2.326 -0.056

Charges in e, computed with Mulliken, in the same order as the atoms:
1. C -0.66
2. O -0.38
3. C -0.70
4. C -0.44
5. C -0.62
6. C -0.84
7. C -1.09
8. C -0.79
9. C -0.53
10. C -1.10
11. C -0.38
12. C -0.99
13. C -1.51
14. C 1.31
15. O -0.47
16. C -0.57
17. C 0.16
18. C -1.25
19. O -0.54
20. C -0.72
21. O -0.40
22. C 0.49
23. O -0.59
24. O -0.56
25. H 0.25
26. H 0.31
27. H 0.24
28. H 0.40
29. H 0.39
30. H 0.38
31. H 0.20
32. H 0.35
33. H 0.36
34. H 0.49
35. H 0.38
36. H 0.41
37. H 0.44
38. H 0.35
39. H 0.45
40. H 0.45
41. H 0.35
42. H 0.35
43. H 0.41
44. H -0.03
45. H 0.49
46. H 0.55
47. H 0.74
48. H 0.59
49. H 0.44
50. H 0.39
51. H 0.33
52. H 0.39
53. H 0.35
54. H 0.36
55. H 0.28
56. H 0.31
57. H 0.53
58. H 0.46
59. C -1.28
60. C -0.52
61. C 0.49
62. C -0.89
63. C -0.48
64. C -1.11
65. H 0.29
66. H 0.39
67. H 0.31
68. H 0.29
69. H 0.39
70. H -0.56
71. H 0.42
72. H 0.36
73. H 0.37
74. H 0.37
75. H 0.26
76. H 0.28
77. H 0.42
78. H 0.21

***

# C4H14N2O

A 3-piece molecular cluster, C4H14N2O overall (the ωB97M-V functional and the def2-TZVPD basis, OMol25).

## Properties
LUMO (spin up / spin down), eV: -6.1 / -8.5
Charge: +1
E, Ha: -345.0030
Energy above the lowest of the compared OMol25 structures with the same formula, charge and spin, kJ/mol: 632.8
2S+1: 2
Frontier orbital gap (spin up / spin down), eV: 6.484 / 4.286

Atoms and positions in Å:
C: 1.385 -0.740 1.032
N: 1.646 0.241 2.058
C: -0.488 -1.744 -1.376
C: -1.421 -0.666 -0.967
C: -0.841 0.749 -1.267
N: 0.353 0.642 -2.137
H: 2.268 -0.918 0.418
H: 0.508 -0.545 0.422
H: 1.168 -1.717 1.511
H: 0.704 0.635 2.310
H: -0.523 -2.635 -0.758
H: -0.531 -2.046 -2.427
H: -2.397 -0.651 -1.473
H: -1.714 -0.610 0.079
H: -1.591 1.482 -1.618
H: -0.625 1.281 -0.325
H: 1.081 1.260 -1.772
H: 0.505 -0.403 -2.149
H: -1.125 1.565 2.919
H: 2.008 -0.159 2.915
O: -0.725 1.475 2.032

Charges in e, computed with Mulliken, in the same order as the atoms:
1. C -0.13
2. N -0.51
3. C -1.14
4. C -0.17
5. C -0.46
6. N -0.08
7. H 0.32
8. H -0.40
9. H 0.34
10. H 0.20
11. H 0.33
12. H 0.41
13. H 0.36
14. H 0.36
15. H 0.43
16. H 0.18
17. H 0.36
18. H 0.42
19. H 0.32
20. H 0.31
21. O -0.47

***

# C9H14N4O4

One molecule with the formula C9H14N4O4 (the ωB97M-V functional and the def2-TZVPD basis, OMol25).

## Properties
LUMO, eV: 0.3
E, Ha: -871.2783
Structure (SMILES): N[C@@H](Cc1c[nH]cn1)C(=O)N[C@@H](CO)C(=O)O
Energy above the lowest of the compared OMol25 structures with the same formula, charge and spin, kJ/mol: 313.3
Frontier orbital gap, eV: 9.120

Atoms and positions in Å:
N: 0.236 0.786 1.775
C: 0.376 1.445 0.472
C: 1.083 0.510 -0.457
C: 2.479 0.006 -0.046
C: 2.938 -1.187 0.358
N: 4.368 -1.140 0.164
C: 4.567 0.056 -0.451
N: 3.419 0.724 -0.641
C: -0.955 1.898 -0.081
O: -1.086 2.984 -0.490
N: -1.954 1.027 0.021
C: -2.064 -0.348 0.460
C: -3.564 -0.698 0.480
O: -4.216 -0.261 -0.565
C: -1.483 -1.456 -0.394
O: -1.115 -1.282 -1.571
O: -1.237 -2.503 0.394
H: -0.322 1.428 2.300
H: 1.164 0.691 2.254
H: 0.872 2.360 0.618
H: 1.073 0.775 -1.525
H: 0.364 -0.349 -0.483
H: 2.522 -2.068 0.879
H: 4.983 -1.935 0.405
H: 5.569 0.531 -0.779
H: -2.585 1.407 -0.723
H: -1.681 -0.405 1.496
H: -3.943 -0.121 1.404
H: -3.843 -1.722 0.661
H: -4.151 -0.882 -1.233
H: -1.540 -2.329 1.308

Charges in e, computed with Mulliken, in the same order as the atoms:
1. N -0.64
2. C 0.08
3. C 0.33
4. C -0.07
5. C -0.44
6. N -0.09
7. C -0.34
8. N -0.59
9. C 0.13
10. O -0.61
11. N -0.15
12. C -0.09
13. C -0.69
14. O -0.50
15. C 0.44
16. O -0.58
17. O -0.53
18. H 0.25
19. H 0.28
20. H 0.55
21. H 0.43
22. H -0.48
23. H 0.37
24. H 0.22
25. H 0.37
26. H 0.23
27. H 0.55
28. H 0.35
29. H 0.41
30. H 0.33
31. H 0.48

***

# C7H7NO2

One molecule with the formula C7H7NO2 (the ωB97M-V functional and the def2-TZVPD basis, OMol25).

## Properties
LUMO (spin up / spin down), eV: 0.9 / -3.4
E, Ha: -475.9045
Energy above the lowest of the compared OMol25 structures with the same formula, charge and spin, kJ/mol: 234.5
2S+1: 3
Frontier orbital gap (spin up / spin down), eV: 7.377 / 7.596

Atoms and positions in Å:
C: -1.899 -1.303 0.011
C: -2.794 1.100 -0.601
C: -2.782 1.086 0.692
C: -0.292 0.707 0.008
C: -1.714 0.253 0.028
C: 2.616 -0.990 -0.441
C: 1.932 0.017 0.466
N: -2.047 -2.434 -0.010
O: 0.043 1.799 -0.376
O: 0.521 -0.233 0.480
H: -3.175 1.394 -1.544
H: -3.136 1.364 1.653
H: 2.395 -2.003 -0.111
H: 2.264 -0.876 -1.463
H: 3.692 -0.836 -0.417
H: 2.102 1.043 0.125
H: 2.274 -0.088 1.500

Charges in e, computed with Mulliken, in the same order as the atoms:
1. C 0.09
2. C -0.70
3. C -0.69
4. C 0.68
5. C 0.76
6. C -1.13
7. C -0.26
8. N -0.39
9. O -0.59
10. O -0.27
11. H 0.42
12. H 0.44
13. H 0.30
14. H 0.31
15. H 0.38
16. H 0.35
17. H 0.29

***

# C6H14N2O

A 3-piece molecular cluster, C6H14N2O overall (the ωB97M-V functional and the def2-TZVPD basis, OMol25).

## Properties
LUMO, eV: 1.0
E, Ha: -421.6748
Structure (SMILES): [H]/N=C(\C)OC.C#CC.N
Energy above the lowest of the compared OMol25 structures with the same formula, charge and spin, kJ/mol: 329.3
Frontier orbital gap, eV: 10.664

Atoms and positions in Å:
H: 2.663 1.370 1.671
N: 1.859 1.539 1.076
C: 1.050 0.569 1.014
C: 1.098 -0.728 1.773
O: -0.235 0.777 0.486
C: -0.456 2.000 -0.184
H: 1.210 -0.536 2.841
H: 0.189 -1.298 1.595
H: 1.958 -1.301 1.428
H: 0.441 2.346 -0.685
H: -1.248 1.831 -0.925
H: -0.746 2.785 0.537
C: -1.027 -1.760 -1.717
C: -1.802 -1.266 -0.944
C: -2.845 -0.734 -0.093
H: -0.392 -2.306 -2.352
H: -3.529 -0.122 -0.678
H: -2.411 -0.122 0.691
H: -3.401 -1.541 0.352
N: 2.006 -0.510 -1.242
H: 0.987 -0.612 -1.277
H: 2.267 0.477 -1.235
H: 2.362 -0.859 -2.130

Charges in e, computed with Mulliken, in the same order as the atoms:
1. H 0.23
2. N -0.70
3. C 0.73
4. C -1.20
5. O -0.21
6. C -0.77
7. H 0.37
8. H 0.24
9. H 0.37
10. H 0.37
11. H 0.27
12. H 0.26
13. C -0.50
14. C 0.44
15. C -1.20
16. H 0.46
17. H 0.30
18. H 0.27
19. H 0.34
20. N -0.64
21. H 0.12
22. H 0.20
23. H 0.26

***

# C17H20FN2O3PbS5

C17H20FN2O3PbS5 as an isolated structure (the ωB97M-V functional and the def2-TZVPD basis, OMol25).

## Properties
LUMO, eV: -2.9
Charge: +1
E, Ha: -3278.5235
Frontier orbital gap, eV: 7.201

Atoms and positions in Å:
Pb: 0.522 -0.646 -1.949
C: -0.569 4.272 -0.689
N: -0.223 3.355 0.398
C: -0.251 3.873 1.766
C: 0.017 2.070 0.137
O: 0.011 1.601 -1.008
C: 0.228 1.149 1.324
O: 0.643 -0.118 0.863
C: 1.781 -0.691 1.463
C: 2.868 -0.916 0.413
O: 2.645 -0.607 -0.769
N: 4.021 -1.442 0.806
C: 5.095 -1.685 -0.155
C: 4.315 -1.815 2.191
H: 0.190 5.049 -0.779
H: -1.532 4.737 -0.475
H: -0.631 3.721 -1.619
H: -0.519 4.924 1.717
H: 0.725 3.800 2.246
H: -0.998 3.367 2.378
H: -0.742 1.043 1.817
H: 0.921 1.569 2.054
H: 1.500 -1.653 1.895
H: 2.169 -0.062 2.266
H: 4.822 -1.278 -1.121
H: 5.269 -2.757 -0.242
H: 6.006 -1.204 0.200
H: 3.427 -1.815 2.809
H: 5.046 -1.129 2.620
H: 4.730 -2.821 2.206
S: -4.146 -6.723 -0.673
C: -3.242 -5.425 -1.023
S: -1.694 -5.109 -0.286
C: -1.299 -3.631 -1.125
C: -2.227 -3.226 -2.013
S: -2.100 -1.820 -3.029
S: -3.661 -4.216 -2.188
S: 0.203 -2.888 -0.622
F: -3.580 2.806 0.284
C: -3.286 1.722 -0.463
C: -3.107 0.511 0.171
C: -2.758 -0.600 -0.591
C: -2.627 -0.478 -1.970
C: -2.839 0.756 -2.587
C: -3.167 1.869 -1.830
H: -3.253 0.436 1.242
H: -2.608 -1.559 -0.112
H: -2.755 0.848 -3.665
H: -3.341 2.836 -2.286

Charges in e, computed with Mulliken, in the same order as the atoms:
1. Pb 1.11
2. C -1.08
3. N 0.22
4. C -1.02
5. C 0.73
6. O -0.64
7. C -1.00
8. O -0.13
9. C -1.34
10. C 1.09
11. O -0.81
12. N 0.11
13. C -0.99
14. C -1.03
15. H 0.38
16. H 0.41
17. H 0.30
18. H 0.38
19. H 0.35
20. H 0.34
21. H 0.24
22. H 0.58
23. H 0.48
24. H 0.64
25. H 0.28
26. H 0.34
27. H 0.33
28. H 0.38
29. H 0.33
30. H 0.36
31. S -0.18
32. C 0.09
33. S -0.03
34. C 0.36
35. C 0.04
36. S -0.11
37. S -0.04
38. S -0.42
39. F -0.41
40. C 0.15
41. C -0.84
42. C 0.19
43. C -0.16
44. C -0.49
45. C -0.55
46. H 0.57
47. H 0.47
48. H 0.44
49. H 0.56

***

# CH4N2

One molecule with the formula CH4N2 (the ωB97M-V functional and the def2-TZVPD basis, OMol25).

## Properties
LUMO, eV: 1.1
E, Ha: -150.0002
Structure (SMILES): [H]/N=C/N
Energy above the lowest of the compared OMol25 structures with the same formula, charge and spin, kJ/mol: 112.9
Frontier orbital gap, eV: 10.347

Atoms and positions in Å:
H: -1.629 1.203 0.650
N: -0.804 0.672 0.903
C: -0.351 0.030 -0.094
N: 0.961 -0.308 -0.248
H: -0.951 -0.307 -0.950
H: 1.165 -1.144 -0.769
H: 1.609 -0.146 0.507

Charges in e, computed with Mulliken, in the same order as the atoms:
1. H 0.24
2. N -0.65
3. C 0.10
4. N -0.44
5. H 0.28
6. H 0.23
7. H 0.26

***

# C21H47CoNO2SSi2

C21H47CoNO2SSi2 as an isolated structure (the ωB97M-V functional and the def2-TZVPD basis, OMol25).

## Properties
LUMO (spin up / spin down), eV: -2.0 / -3.3
Charge: +1
E, Ha: -3393.2218
Energy above the lowest of the compared OMol25 structures with the same formula, charge and spin, kJ/mol: 0.0
2S+1: 5
Frontier orbital gap (spin up / spin down), eV: 8.220 / 7.139

Atoms and positions in Å:
O: -0.426 -1.075 -1.725
O: 0.729 0.663 -2.950
C: 0.303 -2.299 -2.112
C: -0.384 -3.523 -1.596
H: 1.290 -2.169 -1.670
H: 0.392 -2.333 -3.204
H: -0.455 -3.496 -0.510
H: 0.195 -4.398 -1.879
H: -1.376 -3.623 -2.028
C: -1.728 -0.892 -2.417
C: -1.685 -1.106 -3.900
H: -2.010 0.130 -2.158
H: -2.425 -1.565 -1.916
H: -0.913 -0.518 -4.401
H: -2.640 -0.782 -4.312
H: -1.555 -2.158 -4.151
C: 0.209 2.032 -2.781
C: 2.033 0.362 -3.549
C: -0.678 2.392 -3.932
H: 1.080 2.681 -2.696
H: -0.336 2.020 -1.832
H: -0.143 2.330 -4.878
H: -1.037 3.412 -3.826
H: -1.553 1.746 -3.982
C: 1.989 0.612 -5.025
H: 2.231 -0.691 -3.323
H: 2.774 0.970 -3.028
H: 1.149 0.101 -5.495
H: 2.889 0.232 -5.492
H: 1.927 1.672 -5.251
H: 0.250 -0.131 -2.239
Co: -0.158 0.075 2.059
C: 1.558 0.007 0.946
Si: 3.409 0.420 0.963
H: 1.445 -1.040 0.625
H: 1.116 0.556 0.098
C: 4.447 -0.726 -0.163
C: 4.271 0.263 2.624
C: 3.771 2.192 0.388
C: -1.751 -1.049 1.659
Si: -3.311 -0.020 1.398
H: -1.742 -1.486 2.687
H: -1.625 -1.882 0.938
C: -4.529 -0.827 0.219
C: -2.906 1.697 0.766
C: -4.127 0.065 3.085
H: 3.206 2.457 -0.515
H: 4.838 2.359 0.169
H: 3.487 2.899 1.180
H: 4.147 -1.773 -0.022
H: 5.522 -0.677 0.077
H: 4.349 -0.500 -1.234
H: 3.930 -0.644 3.138
H: 4.043 1.129 3.258
H: 5.365 0.201 2.500
H: -3.307 1.846 -0.245
H: -1.826 1.897 0.742
H: -3.358 2.440 1.434
H: -5.053 0.649 3.018
H: -3.462 0.527 3.824
H: -4.378 -0.946 3.435
H: -5.527 -0.409 0.402
H: -4.589 -1.911 0.378
H: -4.279 -0.651 -0.834
S: -0.056 2.120 2.927
C: -0.180 1.127 4.305
C: -0.379 1.477 5.635
C: -0.434 0.471 6.591
C: -0.323 -0.872 6.191
C: -0.153 -1.192 4.835
N: -0.069 -0.188 3.916
H: -0.462 2.535 5.846
H: -0.554 0.719 7.651
H: -0.367 -1.706 6.917
H: -0.093 -2.220 4.448

Charges in e, computed with Mulliken, in the same order as the atoms:
1. O -0.26
2. O 0.12
3. C -0.28
4. C -1.48
5. H 0.30
6. H 0.40
7. H 0.28
8. H 0.44
9. H 0.34
10. C 0.08
11. C -1.55
12. H 0.17
13. H 0.53
14. H 0.10
15. H 0.49
16. H 0.37
17. C -0.10
18. C 0.04
19. C -1.18
20. H 0.46
21. H 0.06
22. H 0.27
23. H 0.46
24. H 0.23
25. C -1.39
26. H 0.27
27. H 0.19
28. H 0.30
29. H 0.43
30. H 0.35
31. H 0.37
32. Co -0.58
33. C 0.47
34. Si 0.39
35. H 0.19
36. H -0.46
37. C -1.04
38. C -1.08
39. C -0.96
40. C -0.22
41. Si 0.47
42. H 0.46
43. H 0.10
44. C -1.04
45. C -0.95
46. C -1.11
47. H 0.19
48. H 0.32
49. H 0.34
50. H 0.33
51. H 0.35
52. H 0.23
53. H 0.31
54. H 0.29
55. H 0.30
56. H 0.36
57. H 0.05
58. H 0.38
59. H 0.33
60. H 0.27
61. H 0.30
62. H 0.35
63. H 0.32
64. H 0.24
65. S -0.41
66. C 0.53
67. C -0.79
68. C -0.13
69. C -0.75
70. C -0.20
71. N 0.29
72. H 0.46
73. H 0.41
74. H 0.37
75. H 0.48